(1)
ORCA calculation (ωB97M-V/def2-TZVPD) on an isolated ion of composition C7H16P and charge +1.

```
24
Properties=species:S:1:pos:R:3:nbo_charge:R:1
C 1.14 -0.72 1.33 -0.426
C -0.33 -0.50 1.82 -0.691
C 1.04 0.00 -0.12 -0.161
C 1.50 1.44 -0.11 -0.643
C 1.46 -0.56 -1.49 -0.626
C -1.92 -1.39 -0.69 -0.924
C -1.80 1.54 -0.05 -0.911
P -0.90 -0.06 0.03 1.397
H 2.00 -0.17 1.75 0.245
H 1.30 -1.84 1.14 0.231
H -0.71 -1.41 2.34 0.271
H -0.22 0.42 2.53 0.265
H 0.81 2.11 -0.81 0.226
H 2.62 1.40 -0.34 0.256
H 1.33 1.81 0.85 0.208
H 0.89 -0.13 -2.21 0.212
H 1.31 -1.70 -1.47 0.219
H 2.57 -0.33 -1.73 0.241
H -1.56 -1.55 -1.62 0.263
H -2.91 -1.12 -0.45 0.267
H -1.70 -2.36 -0.29 0.277
H -1.13 2.12 0.49 0.263
H -2.84 1.25 0.15 0.279
H -1.93 1.77 -1.04 0.260
```

Output
ΔE to the lowest compared entry with this formula, charge and spin ... 0.6850 eV
Orbital gap ... 11.61 eV
HOMO level ... -14.65 eV
Net charge ... +1
Electronic energy ... -617.343420 Ha
LUMO energy ... -3.04 eV

(2)
ORCA calculation (ωB97M-V/def2-TZVPD) on C64H46F4GaN13O2P2 as an isolated structure.

```
132
Properties=species:S:1:pos:R:3:lowdin_charge:R:1
Ga 0.38 0.82 -0.57 0.311
C -2.14 -8.01 -1.17 -0.030
O -1.24 -6.92 -0.99 -0.104
C -1.09 -6.41 0.24 -0.274
C -1.72 -6.89 1.38 0.020
C -1.50 -6.27 2.60 0.015
C -0.68 -5.15 2.70 -0.254
C -0.01 -4.70 1.55 -0.006
C -0.20 -5.33 0.35 0.002
N -0.58 -4.68 4.03 0.085
N -0.10 -3.60 4.41 0.122
C 0.49 -2.66 3.47 -0.330
C 1.94 -2.76 3.18 -0.049
C 2.48 -1.58 2.34 -0.012
C 1.52 -0.89 1.42 -0.188
O 1.87 0.04 0.67 0.074
C 0.10 -1.22 1.49 -0.117
N -0.66 -0.66 0.54 0.064
C -1.94 -0.98 0.45 -0.113
C -2.54 -1.84 1.37 0.030
C -1.78 -2.36 2.40 0.061
C -0.41 -2.08 2.46 -0.059
H -2.15 -8.22 -2.23 0.098
H -3.14 -7.75 -0.83 0.104
H -1.78 -8.90 -0.63 0.107
H -2.36 -7.77 1.33 0.116
H -1.96 -6.66 3.50 0.128
H 0.71 -3.89 1.60 0.096
H 0.35 -5.02 -0.53 0.114
H 2.51 -3.64 3.43 0.171
H 3.50 -1.65 1.96 0.166
H -2.50 -0.53 -0.36 0.109
H -3.59 -2.07 1.28 0.135
H -2.24 -2.99 3.15 0.138
C -0.56 -0.16 -4.88 -0.101
N -0.20 0.17 -3.48 -0.484
P -1.12 1.22 -2.56 0.988
C -2.84 0.72 -2.87 -0.329
C -3.13 -0.65 -2.80 -0.122
C -4.41 -1.10 -3.05 -0.057
C -5.42 -0.20 -3.38 -0.050
C -5.13 1.16 -3.46 -0.048
C -3.84 1.62 -3.21 -0.059
C -0.95 2.89 -3.21 -0.350
C -1.57 3.93 -2.51 -0.131
C -1.45 5.24 -2.96 -0.055
C -0.72 5.51 -4.10 -0.046
C -0.12 4.48 -4.81 -0.046
C -0.23 3.17 -4.36 -0.072
P 0.89 -0.81 -2.59 1.019
C 0.33 -2.51 -2.89 -0.338
C 0.59 -3.16 -4.11 -0.083
C 0.06 -4.41 -4.36 -0.035
C -0.73 -5.04 -3.40 -0.029
C -0.98 -4.42 -2.18 -0.095
C -0.44 -3.16 -1.93 -0.112
C 2.46 -0.69 -3.47 -0.363
C 2.77 0.45 -4.21 -0.109
C 3.99 0.55 -4.86 -0.063
C 4.92 -0.48 -4.75 -0.067
C 4.62 -1.60 -3.99 -0.056
C 3.40 -1.71 -3.35 -0.092
H -1.22 0.61 -5.27 0.090
H -1.08 -1.12 -4.93 0.083
H 0.34 -0.20 -5.50 0.089
H -2.34 -1.36 -2.58 0.084
H -4.63 -2.16 -3.01 0.114
H -6.42 -0.55 -3.58 0.117
H -5.91 1.86 -3.73 0.118
H -3.63 2.68 -3.30 0.099
H -2.16 3.71 -1.63 0.108
H -1.92 6.04 -2.40 0.116
H -0.63 6.53 -4.45 0.118
H 0.44 4.70 -5.71 0.118
H 0.26 2.38 -4.92 0.086
H 1.21 -2.68 -4.85 0.115
H 0.26 -4.90 -5.30 0.119
H -1.14 -6.02 -3.60 0.114
H -1.58 -4.92 -1.43 0.095
H -0.62 -2.69 -0.97 0.079
H 2.06 1.27 -4.28 0.081
H 4.23 1.43 -5.43 0.117
H 5.88 -0.40 -5.24 0.119
H 5.35 -2.40 -3.90 0.116
H 3.17 -2.60 -2.77 0.109
C -2.09 1.66 2.32 0.039
C -1.22 2.63 1.61 -0.282
N -0.41 2.41 0.56 0.072
C 0.13 3.65 0.22 -0.133
C -0.36 4.59 1.04 -0.022
N -1.21 3.94 1.91 0.019
C -1.89 4.65 2.99 -0.046
N -1.01 4.98 4.06 -0.054
N 0.02 5.84 3.80 0.058
N 0.73 5.96 4.85 0.095
C 0.18 5.19 5.85 -0.225
C 0.59 5.00 7.18 0.000
C -0.17 4.16 7.95 -0.068
C -1.33 3.53 7.44 -0.077
C -1.74 3.71 6.14 -0.047
C -0.94 4.54 5.35 -0.188
H -2.38 0.87 1.64 0.050
H -3.01 2.15 2.65 0.093
H -1.60 1.24 3.20 0.080
H 0.79 3.77 -0.62 0.096
H -0.16 5.65 1.13 0.135
H -2.71 4.05 3.38 0.130
H -2.29 5.57 2.55 0.150
H 1.47 5.50 7.56 0.120
H 0.10 3.98 8.98 0.110
H -1.91 2.90 8.09 0.111
H -2.64 3.23 5.76 0.106
F 5.84 0.39 0.86 0.145
C 4.85 1.12 1.37 -0.144
C 4.29 0.74 2.56 -0.155
F 4.81 -0.32 3.19 0.124
C 3.11 1.33 3.05 -0.031
C 2.76 2.55 2.46 -0.134
C 3.35 2.95 1.28 -0.156
F 2.93 4.07 0.69 0.123
C 4.25 2.12 0.60 -0.026
C 4.25 2.09 -0.86 -0.138
C 2.95 2.03 -1.28 -0.104
N 1.78 1.94 -1.42 0.145
C 5.30 1.63 -1.69 -0.184
N 6.15 1.26 -2.38 0.192
F 1.74 3.26 2.96 0.126
C 2.19 0.55 3.86 -0.053
C 1.14 1.09 4.69 -0.096
N 0.16 1.45 5.17 0.242
C 2.08 -0.77 3.57 -0.135
N 1.47 -1.84 4.26 0.190
```

Output
ΔE to the lowest compared entry with this formula, charge and spin ... 2.5777 eV
Orbital gap ... 5.25 eV
HOMO level ... -12.23 eV
Net charge ... +2
Electronic energy ... -6335.088881 Ha
LUMO energy ... -6.99 eV

(3)
ORCA calculation (ωB97M-V/def2-TZVPD) on C26H25LaNSi as an isolated structure.

```
54
Properties=species:S:1:pos:R:3:lowdin_charge:R:1
C -0.09 0.13 -4.29 -0.244
C -0.25 1.47 -3.81 -0.248
C -1.33 1.48 -2.87 -0.253
C -1.84 0.15 -2.76 -0.259
C -1.08 -0.69 -3.64 -0.262
La 0.70 0.01 -1.72 1.670
C 3.15 0.78 -2.28 -0.300
C 3.26 -0.58 -2.74 -0.566
C 4.01 -1.09 -3.76 -0.072
N 2.18 -1.59 -2.04 -0.317
H -1.72 2.36 -2.36 0.092
H 0.32 2.33 -4.15 0.093
H -2.69 -0.16 -2.15 0.094
H -1.24 -1.75 -3.82 0.093
H 0.62 -0.21 -5.04 0.100
H 3.36 1.57 -3.00 0.013
H 2.46 -2.55 -2.26 -0.017
H 3.35 1.00 -1.22 0.004
H 4.65 -0.41 -4.31 0.018
H 3.98 -2.15 -4.01 0.014
C 3.52 0.30 3.59 -0.118
C 3.32 -0.75 2.69 -0.101
C 2.14 -0.84 1.95 -0.112
C 1.13 0.14 2.11 -0.326
C 1.34 1.21 3.00 -0.111
C 2.53 1.29 3.74 -0.110
Si -0.41 0.01 1.09 0.582
C -1.27 -1.61 1.30 -0.319
C -1.34 -2.52 0.21 -0.106
C -1.96 -3.76 0.39 -0.097
C -2.53 -4.10 1.63 -0.107
C -2.45 -3.20 2.70 -0.101
C -1.82 -1.96 2.54 -0.103
C -1.51 1.49 1.12 -0.332
C -2.88 1.37 1.40 -0.102
C -3.70 2.50 1.42 -0.106
C -3.17 3.76 1.12 -0.120
C -1.81 3.89 0.79 -0.109
C -0.98 2.76 0.79 -0.136
H 4.44 0.36 4.18 0.089
H 4.10 -1.51 2.56 0.097
H 2.00 -1.66 1.23 0.092
H 0.58 1.98 3.11 0.092
H 2.69 2.12 4.42 0.091
H -0.92 -2.27 -0.77 0.063
H -2.01 -4.47 -0.44 0.098
H -3.02 -5.07 1.76 0.093
H -2.89 -3.46 3.67 0.092
H -1.75 -1.27 3.38 0.105
H -3.30 0.38 1.61 0.092
H -4.76 2.40 1.68 0.092
H -3.81 4.65 1.15 0.089
H -1.40 4.86 0.53 0.095
H 0.08 2.87 0.53 0.100
```

Output
ΔE to the lowest compared entry with this formula, charge and spin ... 0.0000 eV
Orbital gap ... 5.73 eV
HOMO level ... -3.02 eV
Net charge ... -1
Electronic energy ... -1381.557636 Ha
LUMO energy ... 2.71 eV

The highest electronic energy belongs to which entry?
C7H16P

Please write out number 1 again, unchanged.
ORCA calculation (ωB97M-V/def2-TZVPD) on an isolated ion of composition C7H16P and charge +1.

```
24
Properties=species:S:1:pos:R:3:nbo_charge:R:1
C 1.14 -0.72 1.33 -0.426
C -0.33 -0.50 1.82 -0.691
C 1.04 0.00 -0.12 -0.161
C 1.50 1.44 -0.11 -0.643
C 1.46 -0.56 -1.49 -0.626
C -1.92 -1.39 -0.69 -0.924
C -1.80 1.54 -0.05 -0.911
P -0.90 -0.06 0.03 1.397
H 2.00 -0.17 1.75 0.245
H 1.30 -1.84 1.14 0.231
H -0.71 -1.41 2.34 0.271
H -0.22 0.42 2.53 0.265
H 0.81 2.11 -0.81 0.226
H 2.62 1.40 -0.34 0.256
H 1.33 1.81 0.85 0.208
H 0.89 -0.13 -2.21 0.212
H 1.31 -1.70 -1.47 0.219
H 2.57 -0.33 -1.73 0.241
H -1.56 -1.55 -1.62 0.263
H -2.91 -1.12 -0.45 0.267
H -1.70 -2.36 -0.29 0.277
H -1.13 2.12 0.49 0.263
H -2.84 1.25 0.15 0.279
H -1.93 1.77 -1.04 0.260
```

Output
ΔE to the lowest compared entry with this formula, charge and spin ... 0.6850 eV
Orbital gap ... 11.61 eV
HOMO level ... -14.65 eV
Net charge ... +1
Electronic energy ... -617.343420 Ha
LUMO energy ... -3.04 eV